{
  "formula": "C2H2O2S2",
  "method": "wB97M-V/def2-TZVPD",
  "species": ["C", "C", "O", "O", "S", "S", "H", "H"],
  "xyz": [[-0.386, -1.134, -0.733], [1.427, 1.741, -0.581], [-1.832, -2.898, 0.306], [-1.710, -0.890, 1.801], [0.341, 0.537, 0.128], [-1.289, -1.597, 0.616], [1.819, 2.495, 0.022], [1.632, 1.747, -1.559]],
  "homo_energy_ev": [-9.220, -9.222],
  "de_lowest_kcal_mol": 152.99,
  "molar_mass_g_mol": 122.17,
  "total_energy_ha": -1024.0188,
  "gap_ev": [6.94, 6.96]
}



{
  "formula": "C2H2O3",
  "method": "wB97M-V/def2-TZVPD",
  "species": ["C", "C", "O", "O", "O", "H", "H"],
  "xyz": [[0.867, 0.629, -0.243], [-0.110, -0.169, 0.156], [0.338, 1.471, 0.836], [-0.647, 0.553, 1.161], [-0.618, -1.702, -0.200], [1.681, 0.824, -1.002], [-1.511, -1.606, -0.708]],
  "homo_energy_ev": -9.907,
  "de_lowest_kcal_mol": 147.31,
  "molar_mass_g_mol": 74.03,
  "total_energy_ha": -302.8956,
  "gap_ev": 10.49
}



{
  "formula": "C2H2O3",
  "method": "wB97M-V/def2-TZVPD",
  "species": ["C", "C", "O", "O", "O", "H", "H"],
  "xyz": [[0.295, 0.767, 0.619], [-0.312, -0.058, -0.385], [0.319, 1.175, 1.750], [1.000, 0.701, -0.451], [-0.368, -1.334, -0.676], [-1.089, 0.637, -0.811], [0.154, -1.888, -0.047]],
  "homo_energy_ev": -10.225,
  "de_lowest_kcal_mol": 40.34,
  "smiles": "O=C1O[C@H]1O",
  "molar_mass_g_mol": 74.03,
  "total_energy_ha": -303.0661,
  "gap_ev": 10.64
}



{
  "formula": "C2H2O3S",
  "method": "wB97M-V/def2-TZVPD",
  "species": ["C", "C", "H", "H", "O", "O", "O", "S"],
  "xyz": [[0.637, -0.041, -0.056], [-0.698, -0.810, -0.049], [1.353, 1.694, -0.117], [-1.434, 0.847, 0.249], [0.484, 1.245, -0.187], [-1.756, -0.096, 0.251], [-0.632, -1.990, -0.206], [2.046, -0.848, 0.116]],
  "homo_energy_ev": -9.504,
  "de_lowest_kcal_mol": 18.64,
  "smiles": "O=C(O)C(O)=S",
  "molar_mass_g_mol": 106.10,
  "total_energy_ha": -701.3107,
  "gap_ev": 8.79
}